i | Density functional theory data (ωB97M-V/def2-TZVPD) for one molecule with the formula C4H9Cl.

HOMO energy in eV: -10.68
E_LUMO in eV: 1.057
Orbital gap in eV: 11.732
SMILES string: CCCCCl
Multiplicity: 1

Bonds (Å) are listed after each position.
Cartesian coordinates (Å):
1 C -0.1717 0.0321 1.6441  C2 1.543, H6 1.113, H7 1.109, H8 1.106
2 C 0.8270 0.3684 0.5165  C1 1.543, C3 1.544, H9 1.081, H10 1.075
3 C 0.1889 0.5711 -0.8749  C2 1.544, C4 1.537, H11 1.093, H12 1.097
4 C -0.6825 -0.5873 -1.3849  C3 1.537, Cl5 1.808, H13 1.105, H14 1.094
5 Cl 0.2155 -2.1550 -1.3232  C4 1.808
6 H -0.5400 -1.0121 1.5296  C1 1.113
7 H -1.0355 0.7245 1.5796  C1 1.109
8 H 0.3224 0.1322 2.6285  C1 1.106
9 H 1.5074 -0.4717 0.5149  C2 1.081
10 H 1.3395 1.2680 0.8071  C2 1.075
11 H 1.0274 0.7092 -1.5629  C3 1.093
12 H -0.4002 1.4956 -0.9174  C3 1.097
13 H -1.5807 -0.6476 -0.7434  C4 1.105
14 H -1.0175 -0.4275 -2.4136  C4 1.094



ii | Density functional theory data (ωB97M-V/def2-TZVPD) for a 2-piece molecular cluster, C4H9Cl overall.

HOMO energy in eV: -8.94
E_LUMO in eV: 0.997
Orbital gap in eV: 9.941
Multiplicity: 1

Bonds (Å) are listed after each position.
Cartesian coordinates (Å):
1 C 0.7747 -1.5899 -0.2399  H6 1.065, H7 1.041, H8 1.105
2 C 0.3305 1.1893 -0.8569  C4 1.498, H9 1.017, H10 1.114, H11 1.080
3 C -1.1063 0.1849 1.0412  C4 1.515, Cl5 1.802, H12 1.088, H13 1.064
4 C 0.2461 0.3433 0.3758  C2 1.498, C3 1.515, H14 1.105
5 Cl -2.4252 -0.0186 -0.1699  C3 1.802
6 H 1.7006 -1.6627 0.2814  C1 1.065
7 H -0.0230 -2.1121 0.1782  C1 1.041
8 H 0.8470 -1.3366 -1.3128  C1 1.105
9 H 1.0126 0.6714 -1.4049  C2 1.017
10 H 0.5368 2.2685 -0.6752  C2 1.114
11 H -0.5304 1.3524 -1.4877  C2 1.080
12 H -1.1826 -0.6890 1.6842  C3 1.088
13 H -1.3748 1.0181 1.6451  C3 1.064
14 H 1.1940 0.3809 0.9415  C4 1.105



Q: Which of them is the least stable? A: ii.



i | Density functional theory data (ωB97M-V/def2-TZVPD) for one molecule with the formula C4H8O3.

HOMO energy in eV: -10.27
E_LUMO in eV: 0.714
Orbital gap in eV: 10.984
SMILES string: C[C@@H](O)[C@@H](O)C=O
Multiplicity: 1

Bonds (Å) are listed after each position.
Cartesian coordinates (Å):
1 C -0.8144 0.6302 -1.4118  C2 1.520, H8 1.093, H9 1.096, H10 1.095
2 C -0.7239 -0.4599 -0.3561  C1 1.520, O3 1.404, C4 1.554, H11 1.103
3 O -0.0693 -1.5534 -0.9445  C2 1.404, H12 0.971
4 C 0.0228 -0.0444 0.9416  C2 1.554, O5 1.404, C6 1.514, H13 1.104
5 O 0.4686 -1.2022 1.5993  C4 1.404, H14 0.976
6 C 1.1910 0.8976 0.7431  C4 1.514, O7 1.211, H15 1.105
7 O 2.2960 0.6194 1.1526  C6 1.211
8 H -1.4636 0.2916 -2.2237  C1 1.093
9 H -1.2195 1.5670 -1.0130  C1 1.096
10 H 0.1771 0.8160 -1.8390  C1 1.095
11 H -1.7427 -0.7429 -0.0436  C2 1.103
12 H 0.1634 -2.1382 -0.2056  O3 0.971
13 H -0.6895 0.5066 1.5799  C4 1.104
14 H 1.4212 -1.0596 1.7552  O5 0.976
15 H 0.9825 1.8722 0.2656  C6 1.105



ii | Density functional theory data (ωB97M-V/def2-TZVPD) for one molecule with the formula C4H8O3.

HOMO energy in eV: -9.88
E_LUMO in eV: 0.678
Orbital gap in eV: 10.556
SMILES string: O=C(O)CCCO
Multiplicity: 1

Bonds (Å) are listed after each position.
Cartesian coordinates (Å):
1 O 0.3758 -2.3385 0.3004  C2 1.215
2 C 0.7335 -1.2047 0.5519  O1 1.215, O3 1.467, C4 1.510
3 O 1.7902 -0.4393 -0.1197  C2 1.467, H8 0.990
4 C -0.2508 -0.2459 1.1772  C2 1.510, C5 1.450, H9 1.195, H10 1.091
5 C -1.2531 0.1808 0.2202  C4 1.450, C6 1.498, H11 1.146, H12 1.128
6 C -0.6612 1.0148 -0.8747  C5 1.498, O7 1.431, H13 1.074, H14 1.050
7 O -0.7471 2.4428 -0.8894  C6 1.431, H15 0.961
8 H 2.2554 -1.1231 -0.6631  O3 0.990
9 H 0.1695 0.7952 1.5867  C4 1.195
10 H -0.3613 -0.6137 2.1984  C4 1.091
11 H -2.0774 -0.5125 -0.1719  C5 1.146
12 H -1.7707 1.0728 0.6759  C5 1.128
13 H 0.4109 0.9712 -0.9086  C6 1.074
14 H -0.9468 0.6947 -1.8332  C6 1.050
15 H -0.4415 2.9254 -1.6618  O7 0.961



Q: Which of them is the least stable? A: ii.



i | Density functional theory data (ωB97M-V/def2-TZVPD) for one molecule with the formula C4H8O3.

HOMO energy in eV: -10.15
E_LUMO in eV: 0.624
Orbital gap in eV: 10.775
SMILES string: O=C(CO)CCO
Multiplicity: 1

Bonds (Å) are listed after each position.
Cartesian coordinates (Å):
1 O -1.0057 1.4139 -1.0190  C2 1.216
2 C -0.7848 0.4884 -0.2613  O1 1.216, C3 1.515, C5 1.514
3 C -1.3822 -0.8739 -0.5462  C2 1.515, O4 1.395, H8 1.102, H9 1.102
4 O -2.1788 -0.8473 -1.6908  C3 1.395, H10 0.973
5 C 0.1161 0.6458 0.9447  C2 1.514, C6 1.525, H11 1.094, H12 1.096
6 C 1.5780 0.4470 0.5590  C5 1.525, O7 1.415, H13 1.101, H14 1.101
7 O 1.7301 -0.9042 0.1665  C6 1.415, H15 0.963
8 H -0.5399 -1.5770 -0.6439  C3 1.102
9 H -1.9626 -1.1946 0.3344  C3 1.102
10 H -2.1133 0.0643 -2.0240  O4 0.973
11 H -0.0179 1.6585 1.3367  C5 1.094
12 H -0.1402 -0.0824 1.7220  C5 1.096
13 H 1.8279 1.1383 -0.2600  C6 1.101
14 H 2.2162 0.6858 1.4233  C6 1.101
15 H 2.6572 -1.0626 -0.0415  O7 0.963



ii | Density functional theory data (ωB97M-V/def2-TZVPD) for a 3-piece molecular cluster, C4H8O3 overall.

HOMO energy (spin up / spin down) in eV: -8.68 / -7.27
E_LUMO (spin up / spin down) in eV: 0.088 / -0.825
Orbital gap (spin up / spin down) in eV: 8.765 / 6.444
Multiplicity: 1

Bonds (Å) are listed after each position.
Cartesian coordinates (Å):
1 C -1.4064 0.3398 -0.9107  C2 1.510, H8 1.092, H9 1.090, H10 1.099
2 C 0.0749 0.3899 -0.6221  C1 1.510, O3 1.334, C4 1.518
3 O 0.6930 1.3188 -1.3525  C2 1.334, H12 0.971
4 C 0.7463 -0.0339 0.6713  C2 1.518, O5 1.407, C6 1.589, H13 1.104
5 O 0.8802 1.0549 1.5519  C4 1.407, H14 0.981
6 C -0.0543 -1.2031 1.3901  C4 1.589, O7 1.205
7 O -0.2106 -1.0796 2.5790  C6 1.205
8 H -1.5261 -0.0676 -1.9166  C1 1.092
9 H -1.9150 -0.3226 -0.2103  C1 1.090
10 H -1.9016 1.3205 -0.9034  C1 1.099
11 H 0.3943 -1.3127 -1.4445  no bonds
12 H 1.5733 1.5241 -0.9989  O3 0.971
13 H 1.7462 -0.4167 0.4043  C4 1.104
14 H 0.9701 0.6652 2.4482  O5 0.981
15 H -0.0642 -2.1769 -0.6855  no bonds



Q: Which of them is the least stable? A: ii.



i | Density functional theory data (ωB97M-V/def2-TZVPD) for one molecule with the formula C4H8O3.

HOMO energy in eV: -10.19
E_LUMO in eV: 0.783
Orbital gap in eV: 10.975
SMILES string: COC(=O)[C@@H](C)O
Multiplicity: 1

Bonds (Å) are listed after each position.
Cartesian coordinates (Å):
1 C -2.2830 -0.1735 0.3940  O2 1.402, H8 1.089, H9 1.090, H10 1.090
2 O -0.9696 -0.4464 -0.0131  C1 1.402, C3 1.340
3 C 0.0313 0.0544 0.7238  O2 1.340, O4 1.208, C5 1.483
4 O -0.0569 0.8727 1.6082  C3 1.208
5 C 1.2658 -0.4526 0.0766  C3 1.483, C6 1.695, O7 1.418, H11 1.092
6 C 1.0190 0.3908 -1.3730  C5 1.695, H12 1.116, H13 1.084, H14 1.105
7 O 2.4048 -0.4387 0.9214  C5 1.418, H15 0.971
8 H -2.4545 -0.7516 1.3006  C1 1.089
9 H -2.9237 -0.5221 -0.4166  C1 1.090
10 H -2.4151 0.8942 0.5710  C1 1.090
11 H 1.1554 -1.5122 -0.1647  C5 1.092
12 H 0.1328 0.0442 -1.9556  C6 1.116
13 H 1.8732 0.2945 -2.0334  C6 1.084
14 H 0.7814 1.4562 -1.2013  C6 1.105
15 H 2.4392 0.2901 1.5621  O7 0.971



ii | Density functional theory data (ωB97M-V/def2-TZVPD) for one molecule with the formula C4H8O3.

HOMO energy in eV: -9.47
E_LUMO in eV: 0.839
Orbital gap in eV: 10.307
SMILES string: C[C@H]1O[C@@]1(C)OO
Multiplicity: 1

Bonds (Å) are listed after each position.
Cartesian coordinates (Å):
1 C 1.1219 0.5042 1.6718  C2 1.476, H8 1.095, H9 1.091, H10 1.096
2 C -0.1285 0.0957 1.0021  C1 1.476, O3 1.693, C4 1.482, H11 1.086
3 O -0.7776 1.4639 0.2454  C2 1.693, C4 1.362
4 C -0.4685 0.3183 -0.4235  C2 1.482, O3 1.362, C5 1.498, O6 1.527
5 C -1.6021 -0.3886 -1.1007  C4 1.498, H12 1.092, H13 1.092, H14 1.093
6 O 0.8362 0.3419 -1.2166  C4 1.527, O7 1.448
7 O 1.1085 -0.9640 -1.7802  O6 1.448, H15 0.971
8 H 1.7826 -0.3619 1.7822  C1 1.095
9 H 1.6280 1.3111 1.1406  C1 1.091
10 H 0.8953 0.8639 2.6825  C1 1.096
11 H -0.7534 -0.5773 1.5817  C2 1.086
12 H -1.9923 0.2472 -1.8979  C5 1.092
13 H -1.3150 -1.3553 -1.5196  C5 1.092
14 H -2.4129 -0.5907 -0.3961  C5 1.093
15 H 2.0780 -0.9085 -1.7716  O7 0.971



iii | Density functional theory data (ωB97M-V/def2-TZVPD) for one molecule with the formula C4H8O3.

HOMO energy in eV: -10.41
E_LUMO in eV: 0.788
Orbital gap in eV: 11.200
SMILES string: O=C(CO)CCO
Multiplicity: 1

Bonds (Å) are listed after each position.
Cartesian coordinates (Å):
1 O 1.0679 -0.5427 -1.2615  C2 1.220
2 C 0.5741 -0.4983 -0.1463  O1 1.220, C3 1.512, C5 1.510
3 C 1.4260 -0.0953 1.0355  C2 1.512, O4 1.392, H8 1.105, H9 1.103
4 O 2.7427 0.1571 0.6619  C3 1.392, H10 0.973
5 C -0.8992 -0.7244 0.0932  C2 1.510, C6 1.536, H11 1.096, H12 1.095
6 C -1.6984 0.3481 -0.6627  C5 1.536, O7 1.415, H13 1.097, H14 1.094
7 O -1.1348 1.6340 -0.4868  C6 1.415, H15 0.970
8 H 0.9425 0.7991 1.4680  C3 1.105
9 H 1.3681 -0.8874 1.8004  C3 1.103
10 H 2.7678 0.0130 -0.3001  O4 0.973
11 H -1.1768 -1.7174 -0.2769  C5 1.096
12 H -1.1150 -0.6768 1.1658  C5 1.095
13 H -1.7613 0.0852 -1.7258  C6 1.097
14 H -2.7167 0.4009 -0.2653  C6 1.094
15 H -0.3868 1.7048 -1.0995  O7 0.970



iv | Density functional theory data (ωB97M-V/def2-TZVPD) for one molecule with the formula C4H8O3.

HOMO energy in eV: -10.47
E_LUMO in eV: 0.749
Orbital gap in eV: 11.216
SMILES string: O=C(O)CCCO
Multiplicity: 1

Bonds (Å) are listed after each position.
Cartesian coordinates (Å):
1 O 1.1718 2.3956 1.6511  C2 1.193
2 C 1.2069 1.3753 1.0339  O1 1.193, O3 1.396, C4 1.501
3 O 2.2947 1.1078 0.2015  C2 1.396, H8 0.969
4 C 0.2157 0.2522 0.9310  C2 1.501, C5 1.530, H9 1.089, H10 1.088
5 C 0.0483 -0.2976 -0.4867  C4 1.530, C6 1.516, H11 1.078, H12 1.092
6 C -1.2147 -1.1189 -0.6541  C5 1.516, O7 1.435, H13 1.095, H14 1.100
7 O -1.9728 -0.5322 -1.7218  C6 1.435, H15 0.970
8 H 3.0963 1.4200 0.6469  O3 0.969
9 H 0.5523 -0.5166 1.6248  C4 1.089
10 H -0.7480 0.5923 1.3032  C4 1.088
11 H 0.9533 -0.7822 -0.8162  C5 1.078
12 H -0.0891 0.5340 -1.1816  C5 1.092
13 H -1.8106 -1.1053 0.2649  C6 1.095
14 H -1.0092 -2.1770 -0.8744  C6 1.100
15 H -2.6948 -1.1473 -1.9227  O7 0.970



Q: Which of them is the least stable? A: ii.